Record 1
Below is a single C31H45FN4O3 molecule in a non-equilibrium geometry, with properties calculated with wB97M-V/def2-TZVPD.

Computed properties:
- SMILES: CCN(CC)CCN(C(=O)c1ccc(CN2CCCCC2)o1)[C@H](C(=O)NC1CCCCC1)c1ccc(F)cc1
- Relative energy (zero: lowest compared OMol25 entry of this formula, charge and spin): 1.0 kcal/mol
- HOMO level: -8.059 eV

```
84
Properties=species:S:1:pos:R:3:forces:R:3
C -2.922 -4.300 -1.281 0.25 0.28 0.01
H -2.407 -5.248 -1.150 0.02 -0.15 0.02
H -3.548 -4.123 -0.409 -0.10 -0.02 0.08
H -3.565 -4.377 -2.154 -0.11 -0.06 -0.09
C -1.922 -3.155 -1.480 -0.12 -0.19 -0.06
N -1.038 -2.881 -0.364 -0.01 -0.03 0.09
C -1.695 -2.250 0.768 0.11 0.37 0.02
H -1.437 -2.759 1.702 -0.05 -0.04 0.00
C -1.269 -0.775 0.910 0.06 -0.63 0.41
N -1.600 0.009 -0.257 -0.11 0.02 -0.20
C -0.805 0.191 -1.335 -0.29 0.17 0.19
O -1.161 0.914 -2.269 0.18 -0.13 -0.25
C 0.508 -0.456 -1.435 0.65 0.04 -1.30
C 1.231 -0.577 -2.598 -0.65 0.17 0.62
C 2.455 -1.177 -2.245 0.06 -0.19 0.67
C 2.405 -1.374 -0.891 0.66 -0.22 -0.74
O 1.232 -0.941 -0.403 0.00 0.03 0.38
C 3.405 -1.946 0.058 -0.23 0.19 0.13
N 3.739 -0.977 1.089 -0.17 -0.06 0.01
C 4.396 0.218 0.591 0.12 0.14 -0.21
C 5.868 0.003 0.216 -0.14 0.10 0.25
C 6.628 -0.567 1.412 0.02 -0.21 -0.23
C 5.939 -1.837 1.906 -0.12 0.23 0.14
C 4.467 -1.535 2.212 0.14 -0.23 0.07
H 3.953 -2.440 2.545 -0.02 0.05 0.05
H 4.416 -0.800 3.022 0.01 -0.06 0.07
H 6.004 -2.614 1.141 0.04 -0.08 -0.01
H 6.429 -2.210 2.806 0.01 -0.09 0.00
H 7.663 -0.779 1.137 0.02 0.07 0.07
H 6.638 0.172 2.217 0.05 0.05 0.05
H 5.936 -0.688 -0.627 0.05 0.00 -0.09
H 6.304 0.953 -0.095 0.01 0.01 -0.10
H 3.836 0.587 -0.271 -0.01 0.08 0.07
H 4.335 0.970 1.384 0.00 0.07 -0.05
H 2.963 -2.813 0.560 0.09 -0.05 -0.04
H 4.269 -2.295 -0.530 -0.14 -0.04 -0.02
H 3.264 -1.427 -2.901 0.23 -0.08 -0.06
H 0.908 -0.269 -3.571 -0.14 0.13 -0.15
C -2.877 0.740 -0.260 -0.04 0.28 -0.11
C -4.026 -0.083 0.260 -0.06 0.15 -0.02
C -4.742 -0.848 -0.658 0.07 0.08 0.17
C -5.779 -1.666 -0.252 -0.15 -0.13 0.14
C -6.109 -1.696 1.091 0.09 0.03 -0.03
C -5.439 -0.925 2.021 -0.16 -0.22 -0.06
C -4.394 -0.121 1.600 -0.07 0.01 -0.02
H -3.883 0.504 2.314 0.06 0.02 0.02
H -5.734 -0.959 3.058 -0.05 -0.02 0.10
F -7.116 -2.498 1.500 0.10 0.10 -0.05
H -6.331 -2.268 -0.956 -0.08 -0.07 -0.05
H -4.481 -0.808 -1.706 0.04 0.02 -0.12
H -3.078 0.972 -1.313 0.04 -0.05 0.33
C -2.577 2.068 0.466 -0.19 -0.29 -0.52
O -2.784 2.274 1.645 -0.05 0.03 0.48
N -1.992 2.948 -0.362 0.13 0.38 -0.29
H -1.750 2.641 -1.298 -0.10 -0.16 0.08
C -1.388 4.184 0.091 0.09 0.00 -0.08
C -1.797 5.336 -0.825 -0.09 0.08 0.39
H -2.884 5.434 -0.825 -0.02 -0.07 -0.06
H -1.478 5.108 -1.845 -0.01 -0.02 -0.11
C -1.150 6.639 -0.365 0.13 -0.06 -0.32
H -1.508 6.886 0.637 -0.05 0.07 0.05
H -1.440 7.451 -1.034 -0.05 0.05 0.06
C 0.369 6.501 -0.339 -0.09 0.09 0.32
C 0.782 5.353 0.577 0.13 -0.06 -0.30
H 0.467 5.573 1.599 0.04 0.02 0.09
H 1.869 5.246 0.576 0.01 0.01 0.10
C 0.137 4.047 0.122 -0.15 0.12 0.35
H 0.414 3.234 0.796 -0.01 -0.08 -0.05
H 0.490 3.789 -0.880 0.02 -0.06 -0.07
H 0.733 6.307 -1.351 0.05 0.03 -0.07
H 0.821 7.433 0.006 0.05 0.03 -0.07
H -1.763 4.360 1.105 0.06 0.02 -0.11
H -1.783 -0.334 1.766 0.11 0.06 0.00
H -0.197 -0.725 1.090 -0.22 0.04 0.13
H -2.783 -2.294 0.662 0.03 -0.07 0.07
C -0.144 -3.958 0.023 0.09 -0.01 -0.11
C 0.697 -4.484 -1.134 -0.17 0.09 0.25
H 1.151 -3.658 -1.675 0.06 0.09 -0.10
H 1.488 -5.121 -0.744 0.07 -0.10 -0.01
H 0.101 -5.072 -1.826 -0.03 -0.08 -0.12
H -0.687 -4.801 0.488 0.07 0.07 0.06
H 0.527 -3.540 0.780 -0.03 -0.09 0.06
H -2.469 -2.232 -1.686 0.03 -0.01 -0.09
H -1.302 -3.363 -2.354 -0.07 0.07 -0.07
```
Forces are in eV/Å.

Which charges does Mulliken predict for the atoms? In e, they are: C -1.46; H 0.34; H 0.23; H 0.45; C -0.46; N 1.02; C -1.01; H 0.47; C -1.46; N 0.30; C 0.27; O -0.80; C 0.52; C -0.87; C -0.91; C 0.46; O -0.03; C -1.05; N 0.18; C -0.82; C -0.58; C -0.74; C -0.51; C -0.95; H 0.40; H 0.44; H 0.27; H 0.39; H 0.36; H 0.30; H 0.26; H 0.40; H 0.25; H 0.48; H 0.51; H 0.24; H 0.55; H 0.62; C -0.16; C -0.66; C 0.02; C -0.87; C 0.52; C -0.99; C 0.06; H 0.49; H 0.46; F -0.35; H 0.47; H 0.32; H 1.01; C 0.18; O -0.71; N -0.11; H 0.44; C -0.56; C -0.69; H 0.34; H 0.31; C -0.69; H 0.34; H 0.36; C -0.63; C -0.91; H 0.36; H 0.36; C -0.53; H 0.34; H 0.31; H 0.32; H 0.33; H 0.43; H 0.75; H 0.81; H 0.07; C -0.86; C -1.46; H 0.25; H 0.41; H 0.39; H 0.47; H 0.58; H 0.01; H 0.61

---

Record 2
Below is a molecular structure, C19H31N3O2S in a non-equilibrium geometry, with properties calculated with wB97M-V/def2-TZVPD.

Computed properties:
- Relative energy (zero: lowest compared OMol25 entry of this formula, charge and spin): 428.1 kcal/mol
- HOMO level: -6.896 eV

```
56
Properties=species:S:1:pos:R:3:forces:R:3
C 0.812 3.086 2.113 -2.22 1.50 -8.76
H 0.904 2.951 3.056 1.26 -0.85 6.33
O 2.067 2.692 1.422 -1.65 -0.24 3.81
C 2.315 2.942 0.123 -1.21 1.56 -3.24
C 2.422 1.688 -0.694 -4.03 -3.21 4.28
N 0.970 1.001 -0.453 -0.38 -0.09 -0.16
C 0.701 0.055 0.540 -2.28 -2.75 -7.26
N 1.686 -0.200 1.332 2.39 2.57 4.58
C 1.812 -1.184 2.363 -1.29 1.98 -2.18
C 1.491 -2.407 2.141 -1.58 -9.30 0.73
C 1.580 -3.564 3.222 3.92 10.46 2.02
C 2.199 -3.124 4.444 -1.76 8.46 -9.09
C 2.571 -1.489 4.575 -1.15 -7.19 5.29
C 2.133 -0.756 3.619 2.91 5.62 -0.24
H 2.546 0.308 3.725 -1.37 -0.84 -0.26
H 2.735 -1.261 5.736 0.10 0.00 -3.05
O 2.368 -3.616 5.527 0.48 -8.07 7.06
C 2.045 -5.097 5.446 -0.94 1.36 -7.17
H 2.227 -5.678 6.193 1.57 -2.24 5.67
H 0.911 -5.340 5.205 2.29 1.21 0.07
H 2.779 -5.665 4.578 -2.21 2.10 1.98
H 1.348 -4.489 3.163 -1.91 -5.88 -1.35
H 1.036 -2.883 1.236 0.90 1.41 0.69
H 1.949 0.729 1.772 0.58 -1.08 -1.01
S -0.460 -1.365 0.063 0.78 2.61 1.26
C -0.061 1.340 -1.648 4.01 -2.46 7.23
C -0.058 0.456 -2.679 -2.34 -9.75 -4.16
H -0.612 -0.767 -2.347 1.83 3.76 -0.19
C -1.115 0.873 -3.648 1.78 3.05 -7.00
N -2.427 1.339 -3.281 0.92 -7.36 -6.42
C -2.283 2.087 -2.259 -0.83 4.12 8.36
C -1.283 1.653 -1.082 -6.02 3.09 0.79
H -1.373 2.453 -0.292 0.95 -0.19 -1.08
H -1.781 0.908 -0.565 -0.54 -2.21 0.67
H -3.209 2.500 -1.810 -0.07 -0.94 0.00
H -1.944 2.966 -2.639 1.93 3.18 -0.88
C -3.365 0.257 -3.402 -4.58 3.09 11.36
C -3.378 -0.989 -2.509 6.04 -0.75 -4.72
H -4.120 -1.682 -2.607 -2.80 -0.93 0.26
H -2.538 -1.733 -3.140 -1.53 1.65 1.67
H -2.901 -0.825 -1.614 0.53 0.03 2.43
C -4.155 0.103 -4.460 10.06 5.05 -10.44
H -4.891 -0.422 -4.587 -7.84 -5.85 -0.54
H -3.220 -0.284 -5.254 -2.31 -0.68 0.71
H -4.129 0.992 -5.117 -1.19 0.35 0.84
H -4.297 0.892 -2.806 1.73 -1.09 -0.04
H -1.246 0.218 -4.578 0.41 0.27 1.63
H -0.624 1.895 -4.316 -0.95 -2.21 1.80
H 0.850 -0.009 -3.222 -1.07 1.70 1.04
H 0.388 2.157 -1.885 2.64 5.61 -2.17
H 2.457 1.745 -1.709 0.52 0.60 -2.77
H 3.008 0.854 -0.289 0.75 0.79 -0.14
H 1.497 3.586 -0.404 1.17 -0.83 1.02
H 3.233 3.477 0.033 0.88 0.78 0.03
H 0.540 4.228 1.889 0.66 -2.50 0.36
H -0.110 2.400 1.778 2.04 1.53 0.35
```
Forces are in eV/Å.

Which charges does Mulliken predict for the atoms? In e, they are: C -0.56; H 0.39; O -0.43; C -0.30; C -1.27; N 0.18; C 0.43; N 0.06; C 0.53; C 0.04; C -1.32; C 0.91; C -0.97; C -0.18; H 0.15; H 0.23; O -0.35; C -0.89; H 0.42; H 0.30; H 0.29; H 0.69; H 0.24; H 0.02; S -0.56; C -1.23; C 0.43; H 0.01; C -1.14; N 0.55; C -1.86; C -0.10; H 0.26; H 0.36; H 0.56; H 0.67; C 1.06; C -1.28; H 0.55; H 0.19; H 0.19; C -1.89; H 0.67; H 0.19; H 0.35; H -0.13; H 0.46; H 0.24; H 0.27; H 0.39; H 0.59; H 0.46; H 0.28; H 0.47; H 0.26; H 0.13

---

The highest HOMO level belongs to which entry? C19H31N3O2S